## P
A cluster of 2 separate species, C6H11N in total, computed with ωB97M-V/def2-TZVPD.

The geometry in ORCA input format:
```
! RIJCOSX wB97M-V def2-TZVPD def2/J DEFGRID3
* xyz 0 1
C -3.0383 0.5805 0.0738
C 0.1491 -0.8341 -0.7162
C 0.9432 0.1590 -0.2303
C -0.2602 -2.0866 0.0399
C 1.5581 0.2136 1.0920
C 1.3521 1.3149 -1.1493
N -3.8296 1.1730 0.6858
H -0.4537 -0.7375 -1.6398
H 0.5148 -2.1404 0.8135
H -0.2155 -2.8824 -0.7301
H -1.3955 -2.0546 0.2804
H 1.1456 -0.6182 1.7870
H 1.3560 1.2881 1.4189
H 2.6166 0.0382 1.1374
H 1.0308 1.2458 -2.2366
H 2.3784 1.6370 -0.9616
H 0.6839 2.1505 -0.9426
H -4.5357 1.5534 1.2778
*
```

The value obtained for the frontier orbital gap is 9.4 eV. As for the HOMO energy: -8.24 eV. The molar mass is 97.16 u.

=====

## Q
The molecule C6H11N, computed with ωB97M-V/def2-TZVPD.

The geometry in ORCA input format:
```
! RIJCOSX wB97M-V def2-TZVPD def2/J DEFGRID3
* xyz 0 1
C -0.1386 2.1766 -0.0749
C 0.0434 1.0538 -1.0733
C -0.8181 -0.1909 -0.8023
C -0.2369 -1.2821 0.0484
C -0.9596 -2.2103 0.6654
C 1.8157 -0.8895 1.0653
N 1.1800 -1.3177 0.0669
H -0.9577 2.0797 0.6355
H 0.7853 2.3799 0.4739
H -0.3093 3.2014 -0.4325
H -0.3813 1.4141 -2.0126
H 1.0662 0.7743 -1.2966
H -1.7215 0.1839 -0.3308
H -1.1229 -0.5812 -1.7727
H -0.5336 -2.9586 1.3236
H -2.0295 -2.3188 0.5247
H 2.8889 -0.8015 0.9198
H 1.4297 -0.7131 2.0722
*
```

The value obtained for the frontier orbital gap is 9.9 eV. As for the HOMO energy: -8.84 eV. The molar mass is 97.16 u.

=====

Taking the most stable structure as the zero point, the relative energies in hartree are P 0.0365; Q 0.0000.